(1)
A molecular structure, C32H44Cl2NPSn. Source: the Open Molecules 2025 dataset; level of theory: ωB97M-V/def2-TZVPD.

Geometry as XYZ:
```
81
Properties=species:S:1:pos:R:3:forces:R:3
P 0.066 -2.038 -0.150 -0.5 3.3 0.4
C 1.668 -2.246 0.752 -0.4 -0.6 -0.2
C 2.220 -3.670 0.776 0.5 0.2 0.3
C 3.432 -3.703 1.719 0.0 -0.1 0.1
C 4.529 -2.699 1.326 -0.1 -0.1 -0.1
C 3.969 -1.281 1.144 0.0 -0.2 0.1
C 2.737 -1.258 0.242 -0.1 -0.2 0.0
C 0.271 -2.069 -1.978 0.2 -0.5 0.4
C 0.962 -3.323 -2.512 -0.1 0.3 -0.5
C 0.836 -3.331 -4.040 0.1 -0.1 -0.1
C 1.393 -2.051 -4.691 0.1 -0.1 0.2
C 0.858 -0.764 -4.044 -0.1 -0.1 -0.1
C 0.939 -0.786 -2.517 0.0 -0.1 -0.1
C -1.190 -3.267 0.336 0.6 -1.0 -0.2
C -1.317 -3.252 1.880 -0.1 0.1 -0.1
C -2.535 -4.026 2.405 0.2 0.0 -0.2
C -3.815 -3.623 1.667 0.1 0.2 -0.1
C -3.699 -3.734 0.142 0.3 -0.1 -0.1
C -2.507 -2.941 -0.413 0.1 0.0 0.2
H 1.379 -1.953 1.786 0.2 -0.1 -0.4
H 2.527 -3.966 -0.238 -0.1 0.0 0.2
H 1.444 -4.380 1.099 0.2 0.1 0.0
H 3.841 -4.718 1.771 0.0 0.1 0.1
H 3.088 -3.434 2.727 0.0 -0.1 0.0
H 5.309 -2.687 2.099 -0.1 -0.1 -0.2
H 5.002 -3.027 0.390 -0.1 0.0 0.1
H 3.694 -0.884 2.130 0.0 0.0 -0.1
H 4.739 -0.624 0.726 -0.1 0.0 0.1
H 2.339 -0.236 0.173 0.0 -0.3 -0.1
H 3.049 -1.570 -0.766 -0.1 0.1 0.2
H -0.781 -2.074 -2.327 0.4 0.1 0.0
H -0.229 -3.408 -4.299 0.1 -0.1 0.0
H 0.509 -4.221 -2.064 0.1 0.1 -0.2
H 2.025 -3.312 -2.223 -0.2 0.0 -0.1
H 1.340 -4.215 -4.449 -0.1 0.1 -0.1
H 1.143 -2.056 -5.761 0.1 0.0 0.2
H 2.491 -2.069 -4.618 -0.1 0.0 0.0
H 1.412 0.102 -4.428 -0.2 -0.1 0.0
H -0.194 -0.639 -4.332 0.1 0.0 0.0
H 0.460 0.112 -2.099 0.1 -0.3 0.0
H 1.997 -0.759 -2.222 -0.3 0.0 0.0
H -0.804 -4.251 0.000 -0.6 -0.1 0.3
H -0.393 -3.654 2.327 -0.3 0.1 -0.1
H -1.411 -2.209 2.226 0.1 -0.1 -0.2
H -2.347 -5.105 2.320 -0.1 0.1 -0.1
H -2.645 -3.803 3.473 0.0 -0.1 -0.1
H -4.013 -2.570 1.907 -0.1 -0.1 0.0
H -4.669 -4.206 2.024 0.1 0.1 0.0
H -4.620 -3.369 -0.330 0.1 -0.1 0.1
H -3.568 -4.782 -0.159 -0.1 0.0 0.2
H -2.387 -3.172 -1.482 0.0 0.1 0.3
H -2.726 -1.862 -0.348 0.2 -0.2 0.1
Sn -0.377 2.699 1.022 3.2 -2.8 -1.6
Cl -1.864 1.616 -0.490 -0.4 0.7 0.4
Cl -0.608 1.190 2.813 -0.1 0.5 0.1
C 1.550 2.541 0.143 -0.9 -0.9 0.8
H 2.323 1.962 0.659 -0.6 0.7 0.6
C 1.892 3.199 -1.075 -0.1 1.3 -1.3
C 0.907 3.337 -2.106 0.5 0.3 0.6
C 1.130 4.149 -3.204 0.4 0.4 -0.4
C 2.354 4.807 -3.391 -0.1 -0.2 0.4
C 3.360 4.632 -2.429 -0.1 -0.2 -0.4
C 3.165 3.825 -1.316 -0.9 -0.4 0.2
H -0.059 2.836 -1.996 0.4 0.1 0.0
H 0.343 4.307 -3.938 0.1 -0.2 0.1
H 4.304 5.157 -2.548 0.0 -0.1 0.0
H 3.954 3.708 -0.569 -0.3 0.1 -0.2
H 2.522 5.448 -4.260 -0.1 -0.2 0.3
N -1.554 4.345 1.674 -3.7 2.7 1.6
C -2.405 4.978 2.192 3.1 -2.4 -1.5
C -3.306 5.758 2.932 -1.3 0.9 0.7
C -3.146 5.850 4.334 0.3 -0.1 -0.2
C -3.917 6.747 5.061 -0.2 0.0 -0.2
C -4.878 7.525 4.397 0.2 -0.2 0.0
C -5.108 7.376 3.024 0.0 -0.1 0.3
C -4.338 6.481 2.290 0.3 -0.1 -0.1
H -2.411 5.213 4.833 -0.2 0.3 -0.2
H -3.772 6.832 6.145 -0.1 0.0 -0.6
H -5.457 8.246 4.970 0.1 -0.1 -0.1
H -5.894 7.961 2.535 0.4 -0.3 0.2
H -4.525 6.333 1.224 0.2 0.1 0.3
```
Positions in Å, forces in eV/Å.

Frontier orbital gap (alpha / beta) in eV: 4.25 / 4.25
Energy above the lowest of the compared OMol25 structures with the same formula, charge and spin in eV: 0.798
LUMO energy (alpha / beta) in eV: -1.674 / -1.674
HOMO (alpha / beta) in eV: -5.923 / -5.924


(2)
A molecular structure, C5H8BrP. Source: the Open Molecules 2025 dataset; level of theory: ωB97M-V/def2-TZVPD.

Geometry as XYZ:
```
15
Properties=species:S:1:pos:R:3:forces:R:3
C 2.237 -0.621 0.853 -0.7 -0.1 0.2
C 0.030 1.299 -0.478 -0.2 -1.2 1.2
C -0.709 0.444 -1.404 -2.2 -2.1 1.5
C 0.063 -0.879 -1.040 -1.1 -0.5 0.0
C -0.847 -0.202 1.714 2.9 -0.7 1.4
P 0.630 -0.132 0.585 -0.3 0.1 -1.3
Br 1.077 2.521 -1.160 2.0 2.6 -1.0
H 2.846 -0.046 1.527 0.3 0.4 0.4
H -1.770 0.356 -0.980 1.0 0.0 -0.8
H -0.789 0.593 -2.452 0.2 0.7 -0.8
H -0.620 -1.819 -1.069 1.6 1.4 0.0
H 0.991 -0.889 -1.679 -1.0 -0.5 0.7
H -0.839 -1.262 2.071 -0.6 1.0 0.0
H -1.555 0.052 0.987 -1.7 0.1 -0.5
H -0.743 0.584 2.525 -0.2 -1.1 -0.9
```
Positions in Å, forces in eV/Å.

Frontier orbital gap (alpha / beta) in eV: 7.80 / 6.97
Energy above the lowest of the compared OMol25 structures with the same formula, charge and spin in eV: 6.171
LUMO energy (alpha / beta) in eV: -0.524 / -0.580
HOMO (alpha / beta) in eV: -8.323 / -7.553


(3)
2 unconnected molecules or ions with the total composition CH7N3O. Source: the Open Molecules 2025 dataset; level of theory: ωB97M-V/def2-TZVPD.

Geometry as XYZ:
```
12
Properties=species:S:1:pos:R:3:forces:R:3
C 0.420 0.193 0.804 -1.4 -1.7 4.4
N 1.097 -0.853 0.364 2.2 -1.9 -1.1
N 0.479 1.354 0.395 -0.3 3.2 -2.7
N -1.859 -0.736 -0.419 1.4 0.3 -0.5
O 1.190 1.297 -0.897 0.1 1.0 0.5
H -0.305 -0.077 1.676 1.5 1.0 -1.3
H -0.821 -0.498 -0.366 -2.6 -0.8 -1.1
H 1.216 -1.609 1.034 0.0 0.3 -0.6
H 1.903 -0.623 -0.244 -0.9 -0.5 0.6
H 1.154 2.209 -1.275 -0.1 -1.0 0.9
H -2.250 -0.131 0.304 -0.4 0.0 -0.7
H -2.224 -0.525 -1.376 0.4 0.1 1.5
```
Positions in Å, forces in eV/Å.

Frontier orbital gap in eV: 9.82
SMILES: N/C=N\O.N
Energy above the lowest of the compared OMol25 structures with the same formula, charge and spin in eV: 3.510
LUMO energy in eV: 0.776
HOMO in eV: -9.046


(4)
3 unconnected molecules or ions with the total composition C4H13NO2. Source: the Open Molecules 2025 dataset; level of theory: ωB97M-V/def2-TZVPD.

Geometry as XYZ:
```
20
Properties=species:S:1:pos:R:3:forces:R:3
C -1.593 -1.759 1.135 -0.8 -0.4 -2.1
C -0.658 -0.806 0.428 -2.1 -3.8 0.5
C -0.536 -0.966 -0.942 1.2 3.7 1.9
N 0.092 0.079 -1.485 3.3 -2.3 -1.2
C 0.591 -0.209 -2.867 0.9 1.2 1.0
H -2.561 -1.183 1.280 0.9 -0.9 0.2
H -1.807 -2.688 0.459 0.2 1.8 1.2
H -1.172 -2.138 2.041 0.0 0.0 0.9
H -0.036 -0.210 1.037 0.6 1.2 0.0
H -0.889 -1.752 -1.559 -0.6 -0.5 -0.3
H 0.912 0.625 -0.892 -2.4 -0.8 -1.0
H 1.659 -0.031 -2.855 0.1 0.1 -0.3
H 0.350 -1.046 -3.486 -0.3 -1.8 1.1
H 0.095 0.463 -3.449 -0.7 2.8 -1.8
H -0.638 0.584 2.859 0.7 2.7 1.2
H -1.426 1.879 2.769 1.8 0.0 1.0
O -0.521 1.585 3.122 -2.6 -2.7 -2.1
H 2.137 2.308 0.282 -0.2 1.8 0.5
H 3.023 1.144 0.064 1.9 -0.7 0.0
O 2.132 1.407 0.042 -1.9 -1.3 -0.7
```
Positions in Å, forces in eV/Å.

2S+1: 2
Frontier orbital gap (alpha / beta) in eV: 10.42 / 8.37
Energy above the lowest of the compared OMol25 structures with the same formula, charge and spin in eV: 1.719
Charge: +1
LUMO energy (alpha / beta) in eV: -3.456 / -6.289
HOMO (alpha / beta) in eV: -13.872 / -14.657


(5)
A molecular structure, C32H22ClI2N5O5Zr. Source: the Open Molecules 2025 dataset; level of theory: ωB97M-V/def2-TZVPD.

Geometry as XYZ:
```
68
Properties=species:S:1:pos:R:3:forces:R:3
Zr 0.312 0.090 0.623 0.6 0.1 0.1
I -6.687 -1.781 -0.054 0.1 0.0 0.0
C -4.643 -1.828 0.345 -0.1 0.0 0.0
C -3.810 -2.653 -0.398 0.0 -0.1 -0.1
C -2.443 -2.639 -0.169 0.1 0.1 0.1
I -1.185 -3.870 -1.281 -0.1 -0.1 0.0
C -1.889 -1.795 0.795 -0.1 -0.1 -0.1
O -0.541 -1.669 0.923 -0.3 0.0 0.0
C -2.740 -0.996 1.571 0.1 -0.1 -0.1
C -2.171 -0.125 2.654 0.0 0.1 0.0
N -1.265 0.962 2.134 -0.1 -0.2 0.0
C -0.526 1.618 3.246 -0.1 -0.1 -0.1
C 0.469 0.634 3.797 0.0 0.0 0.0
C 0.888 0.631 5.112 0.0 0.0 0.1
C 1.773 -0.354 5.523 0.0 0.0 0.1
C 2.192 -1.312 4.612 0.0 0.0 0.0
C 1.731 -1.236 3.314 0.0 0.0 0.0
N 0.894 -0.274 2.914 0.0 0.1 -0.1
C -4.110 -1.022 1.338 -0.1 0.1 0.1
H -4.223 -3.299 -1.161 0.0 0.0 0.0
H -2.977 0.334 3.227 0.0 0.0 0.0
H -1.579 -0.723 3.343 0.0 -0.1 0.0
H -1.843 1.674 1.698 0.0 0.0 0.0
H -0.021 2.501 2.850 0.0 0.0 0.0
H -1.212 1.951 4.024 0.0 0.0 0.1
H 0.518 1.375 5.805 0.0 0.0 0.0
H 2.116 -0.386 6.548 0.0 0.0 0.0
H 2.861 -2.110 4.903 0.0 0.0 0.0
H 2.025 -1.965 2.569 0.0 0.0 0.0
H -4.766 -0.400 1.936 0.0 0.0 0.0
O -1.979 -1.621 -6.737 0.0 0.0 0.1
N -2.430 -1.585 -5.619 0.0 0.1 -0.1
O -3.580 -1.815 -5.304 0.0 0.0 0.1
C -1.487 -1.261 -4.523 0.0 0.0 0.0
C -0.222 -1.687 -4.676 0.0 -0.1 -0.1
C 0.735 -1.494 -3.635 0.1 0.0 0.1
C 2.058 -1.956 -3.727 0.0 0.0 0.0
C 2.907 -1.768 -2.668 0.1 0.0 0.0
C 2.434 -1.120 -1.530 -0.1 0.0 0.0
N 1.187 -0.667 -1.417 0.1 -0.1 0.0
C 0.341 -0.857 -2.458 0.0 0.0 0.0
C -1.003 -0.371 -2.321 -0.1 0.0 0.0
N -1.306 0.268 -1.165 0.0 0.0 0.1
C -2.510 0.801 -1.046 0.0 0.0 0.0
C -3.485 0.711 -2.033 -0.1 0.0 -0.1
C -3.210 0.020 -3.185 0.0 0.0 0.0
C -1.934 -0.552 -3.354 0.0 0.0 0.0
H 0.063 -2.196 -5.587 0.0 0.0 0.0
H 2.390 -2.458 -4.628 0.0 0.0 0.0
H 3.932 -2.109 -2.696 0.0 0.0 0.0
H 3.085 -0.956 -0.685 0.0 0.0 0.1
H -2.734 1.323 -0.128 0.0 0.0 0.0
H -4.450 1.172 -1.876 0.0 0.0 0.0
H -3.960 -0.083 -3.953 0.0 0.0 0.0
Cl 5.835 5.053 -0.458 0.0 0.0 0.0
C 4.756 3.770 -0.075 0.1 0.0 0.0
C 5.230 2.653 0.635 0.0 0.0 0.0
C 4.402 1.602 0.956 0.0 -0.1 -0.1
C 3.058 1.618 0.573 0.0 0.1 0.0
O 2.277 0.592 0.851 -0.1 0.0 -0.1
C 2.566 2.768 -0.105 0.0 -0.1 0.1
C 1.186 2.948 -0.346 0.1 0.0 0.1
O 0.261 2.183 0.040 0.0 0.1 0.0
C 3.443 3.829 -0.437 -0.1 0.1 -0.1
H 6.272 2.628 0.929 0.0 0.0 0.0
H 4.782 0.743 1.494 0.0 0.0 0.0
H 0.883 3.847 -0.889 0.0 0.1 0.1
H 3.060 4.697 -0.962 0.0 0.0 0.0
```
Positions in Å, forces in eV/Å.

Frontier orbital gap in eV: 6.72
Energy above the lowest of the compared OMol25 structures with the same formula, charge and spin in eV: 0.171
Charge: +2
LUMO energy in eV: -6.449
HOMO in eV: -13.165


(6)
A molecular structure, C23H30NO4. Source: the Open Molecules 2025 dataset; level of theory: ωB97M-V/def2-TZVPD.

Geometry as XYZ:
```
58
Properties=species:S:1:pos:R:3:forces:R:3
C 7.326 0.775 -0.458 -0.8 -1.3 -5.4
C 6.338 1.675 -0.007 -5.9 -0.4 -2.7
H 5.800 2.255 -0.850 0.7 -1.1 1.1
H 6.650 2.406 0.642 0.4 1.2 2.3
O 5.273 0.768 0.648 4.1 2.6 4.2
C 4.179 0.276 0.254 4.7 2.1 5.0
O 3.902 0.283 -0.814 -3.5 1.0 -15.2
C 3.344 -0.369 1.090 -1.1 -4.4 7.4
H 3.772 -0.235 2.099 -0.2 -0.6 -0.1
C 1.978 0.131 1.219 -2.8 1.1 1.3
C 1.166 0.094 -0.067 7.5 -4.1 -2.4
N 1.073 -1.469 -0.445 5.8 -0.7 10.1
H 0.734 -2.183 0.351 0.4 2.8 -0.7
C 2.570 -2.024 -0.403 -1.9 -4.0 -8.8
C 3.295 -1.899 0.734 -0.2 1.2 8.7
H 4.243 -2.317 0.885 1.7 -0.6 -1.3
H 2.854 -2.583 1.732 0.3 2.2 -2.5
H 2.456 -3.232 -0.583 0.0 3.0 -0.3
H 3.161 -1.491 -1.324 -1.8 -1.6 2.0
C 0.314 -1.833 -1.422 -2.6 0.3 -12.1
C -1.137 -1.526 -1.354 0.8 0.0 3.9
C -1.809 -0.330 -1.713 8.6 0.2 -6.6
C -2.987 0.033 -1.459 2.5 -12.9 12.8
C -3.761 -0.747 -0.388 3.6 7.4 -8.8
C -3.127 -1.783 -0.240 2.7 -11.6 8.6
C -1.730 -2.255 -0.365 -2.3 -1.2 -1.6
H -1.383 -3.350 0.095 -1.2 3.3 -1.2
O -3.653 -2.639 0.851 -1.1 -1.2 0.2
C -5.173 -2.844 1.201 3.6 6.0 -4.1
H -5.601 -2.766 0.218 -0.8 0.2 -0.4
H -5.395 -1.893 1.708 -0.6 -1.4 0.7
H -5.339 -3.792 1.432 -0.3 -3.7 2.4
O -4.914 -0.308 -0.180 -5.2 -3.0 -1.9
C -4.962 0.534 0.795 7.1 2.6 4.9
C -4.077 1.758 0.491 0.7 4.4 0.4
C -4.468 3.085 -0.246 -6.0 -7.4 -1.0
C -3.635 3.926 -0.804 6.7 -7.2 9.1
C -2.342 3.926 0.047 -3.8 7.1 -9.6
C -1.887 2.899 0.565 1.3 -4.9 5.7
C -2.832 1.947 0.994 1.9 -6.2 1.5
H -2.270 0.924 1.667 -1.9 3.1 -1.9
H -0.979 2.920 1.120 1.0 -0.1 -0.1
H -1.778 4.673 -0.460 1.4 1.0 0.9
H -4.083 4.600 -1.198 -4.1 9.0 -5.5
H -5.644 2.952 -0.681 3.1 0.8 1.2
H -5.827 0.909 0.876 -7.1 2.2 1.0
H -4.546 0.106 1.816 -1.0 0.7 -1.7
H -3.324 0.627 -1.929 -8.4 14.3 -10.3
H -1.132 0.249 -2.708 -2.2 -1.4 3.1
H 0.308 -2.883 -1.697 0.8 -0.4 0.4
H 0.762 -1.269 -2.436 -1.0 -1.4 2.1
H 0.227 0.322 -0.116 -5.4 2.4 0.0
H 1.957 0.422 -1.010 -2.8 -0.4 2.7
H 2.034 1.172 1.488 -0.1 0.7 0.1
H 1.505 -0.334 2.177 0.4 0.4 -2.0
H 8.047 1.467 -0.874 0.8 -0.6 -0.6
H 6.831 -0.024 -1.292 1.7 2.3 2.2
H 7.697 0.267 0.327 1.6 -2.0 2.5
```
Positions in Å, forces in eV/Å.

Frontier orbital gap in eV: 8.97
Energy above the lowest of the compared OMol25 structures with the same formula, charge and spin in eV: 21.740
Charge: +1
LUMO energy in eV: -2.426
HOMO in eV: -11.399


Which of these has the lowest energy above the lowest of the compared OMol25 structures with the same formula, charge and spin?
C32H22ClI2N5O5Zr


The lowest energy above the lowest of the compared OMol25 structures with the same formula, charge and spin belongs to which entry?
C32H22ClI2N5O5Zr


Which of these has the highest energy above the lowest of the compared OMol25 structures with the same formula, charge and spin?
C23H30NO4